C39H105CuN8O13 as an isolated structure at a distorted geometry, computed with ωB97M-V/def2-TZVPD.

Lowest unoccupied orbital energy, eV: -8.422
Multiplicity: 1
HOMO energy, eV: -10.49
Total charge: +2

Positions of all 166 atoms, in Å:
1 N -0.13 -6.64 -0.32
2 H -0.98 -6.71 -0.87
3 H 0.21 -5.70 -0.21
4 H 0.62 -7.25 -0.62
5 H -0.44 -6.92 0.60
6 N 5.66 -3.75 2.36
7 H 6.09 -3.26 3.13
8 H 6.09 -3.36 1.53
9 H 4.72 -3.59 2.03
10 H 5.78 -4.75 2.30
11 Cu 4.67 -4.43 -2.57
12 C 0.30 -0.20 -0.09
13 C 1.30 -1.13 0.81
14 C 0.67 -1.26 2.15
15 O 1.74 -2.36 0.27
16 H -0.49 -0.78 -0.57
17 H 0.95 0.34 -0.78
18 H -0.36 0.45 0.50
19 H 2.24 -0.59 0.90
20 H 0.48 -0.35 2.73
21 H 1.38 -1.77 2.80
22 H -0.22 -1.87 2.06
23 C 6.21 -2.47 -10.42
24 O 5.73 -3.18 -9.32
25 C 4.40 -2.76 -8.73
26 C 4.43 -3.00 -7.30
27 N 3.62 -4.12 -6.89
28 C 2.33 -3.67 -6.33
29 C 1.32 -4.89 -6.23
30 O 0.99 -5.29 -7.51
31 C 0.24 -4.30 -8.27
32 H 6.18 -1.43 -10.08
33 H 5.74 -2.83 -11.34
34 H 7.28 -2.64 -10.44
35 H 3.66 -3.37 -9.24
36 H 4.34 -1.70 -8.98
37 H 4.14 -2.06 -6.82
38 H 5.41 -3.27 -6.90
39 H 3.56 -4.82 -7.62
40 H 1.88 -2.90 -6.95
41 H 2.45 -3.20 -5.35
42 H 0.41 -4.63 -5.70
43 H 1.67 -5.78 -5.70
44 H -0.55 -4.77 -8.86
45 H 0.87 -3.73 -8.96
46 H -0.19 -3.58 -7.58
47 C -3.07 7.97 7.91
48 O -4.00 6.99 7.26
49 C -3.42 5.66 7.28
50 C -1.98 5.32 6.88
51 N -1.90 5.22 5.41
52 C -0.49 5.08 4.97
53 C -0.34 4.83 3.43
54 O 0.22 5.91 2.76
55 C 0.21 5.76 1.36
56 H -3.32 9.03 7.98
57 H -2.14 7.98 7.35
58 H -3.07 7.61 8.94
59 H -4.08 4.94 6.78
60 H -3.45 5.37 8.33
61 H -1.75 4.31 7.24
62 H -1.24 6.02 7.27
63 H -2.60 5.84 5.02
64 H -0.09 4.31 5.62
65 H -0.01 6.01 5.27
66 H -1.30 4.47 3.05
67 H 0.40 4.04 3.30
68 H 0.73 4.89 0.96
69 H 0.77 6.62 0.99
70 H -0.75 5.70 0.85
71 C -3.94 6.25 -13.27
72 O -2.54 6.21 -13.41
73 C -1.69 6.35 -12.26
74 C -1.84 5.26 -11.13
75 N -2.99 5.53 -10.25
76 C -3.14 4.58 -9.10
77 C -3.21 3.02 -9.24
78 O -3.79 2.45 -8.09
79 C -2.84 2.36 -6.96
80 H -4.40 5.82 -14.16
81 H -4.28 7.25 -13.00
82 H -4.29 5.66 -12.42
83 H -1.73 7.35 -11.81
84 H -0.70 6.29 -12.71
85 H -0.86 5.09 -10.68
86 H -2.01 4.32 -11.65
87 H -3.20 6.45 -9.90
88 H -3.96 4.98 -8.50
89 H -2.29 4.58 -8.41
90 H -2.28 2.49 -9.45
91 H -3.87 2.72 -10.06
92 H -1.86 2.13 -7.38
93 H -3.28 1.67 -6.24
94 H -2.74 3.36 -6.55
95 C -5.63 -0.92 3.66
96 O -6.16 -1.87 4.56
97 C -7.41 -1.57 5.20
98 C -7.17 -0.83 6.55
99 N -6.60 -1.53 7.68
100 C -7.43 -2.64 8.14
101 C -8.53 -2.41 9.18
102 O -8.99 -3.68 9.79
103 C -9.54 -3.66 11.03
104 H -4.84 -1.38 3.07
105 H -5.22 -0.16 4.33
106 H -6.39 -0.50 3.00
107 H -7.83 -2.58 5.26
108 H -8.14 -1.03 4.60
109 H -8.02 -0.37 7.06
110 H -6.62 0.09 6.34
111 H -5.63 -1.77 7.57
112 H -6.77 -3.34 8.66
113 H -7.91 -3.27 7.39
114 H -9.27 -1.68 8.87
115 H -8.04 -1.85 9.98
116 H -10.61 -3.71 10.79
117 H -9.41 -2.87 11.78
118 H -9.45 -4.66 11.46
119 C 0.03 -7.68 3.26
120 O -1.36 -7.76 2.96
121 C -2.17 -6.81 3.63
122 C -3.56 -6.46 2.93
123 N -3.37 -6.02 1.56
124 C -4.53 -6.21 0.71
125 C -4.28 -6.06 -0.86
126 O -3.21 -6.95 -1.12
127 C -3.63 -8.13 -1.75
128 H 0.53 -8.55 2.84
129 H 0.18 -7.45 4.32
130 H 0.37 -6.85 2.64
131 H -1.62 -5.87 3.63
132 H -2.34 -7.08 4.68
133 H -4.21 -5.80 3.52
134 H -4.23 -7.32 2.89
135 H -3.35 -5.01 1.69
136 H -5.33 -5.67 1.22
137 H -4.74 -7.28 0.80
138 H -3.88 -5.08 -1.13
139 H -5.27 -6.21 -1.29
140 H -2.89 -8.93 -1.68
141 H -3.88 -7.97 -2.79
142 H -4.49 -8.60 -1.27
143 C 7.40 3.05 3.20
144 O 8.67 3.22 3.83
145 C 8.78 4.55 4.43
146 C 9.98 4.57 5.53
147 N 11.19 4.00 5.07
148 C 12.09 5.02 4.53
149 C 11.51 5.79 3.37
150 O 11.22 4.84 2.36
151 C 10.98 5.49 1.14
152 H 6.62 3.25 3.95
153 H 7.41 2.01 2.89
154 H 7.28 3.77 2.39
155 H 7.83 4.65 4.95
156 H 8.92 5.24 3.60
157 H 9.68 3.92 6.34
158 H 10.18 5.56 5.94
159 H 10.69 3.58 4.30
160 H 12.87 4.41 4.07
161 H 12.44 5.64 5.35
162 H 12.07 6.68 3.10
163 H 10.61 6.28 3.76
164 H 11.51 6.36 0.75
165 H 9.90 5.57 1.16
166 H 11.01 4.68 0.41